Model P:
C43H40BrF4N4O4SSbSc | the ωB97M-V functional and the def2-TZVPD basis

Atoms and positions in Å:
Sc -1.2285 -0.2082 -1.3199
C 2.0061 -2.5908 -1.6503
C 0.9809 -2.2972 -2.7306
N -0.4247 -2.2799 -2.2559
C -0.7285 -3.4553 -1.3956
C -0.5896 -4.8166 -2.0614
C -1.2932 -2.2728 -3.4584
C -2.7565 -2.2064 -3.0790
N -2.9269 -1.2164 -2.0196
C -4.1961 -1.0400 -1.5262
C -4.3455 -0.1660 -0.4476
F -3.1872 0.4250 -0.0133
C -5.5297 0.1375 0.1725
F -5.5233 1.0015 1.1968
C -6.7049 -0.4425 -0.2599
C -6.6060 -1.3136 -1.3267
F -7.7109 -1.9024 -1.7928
C -5.4062 -1.6119 -1.9526
F -5.4515 -2.4669 -2.9913
H 3.0023 -2.3344 -2.0149
H 2.0194 -3.6466 -1.3780
H 1.8140 -2.0044 -0.7545
H 1.0797 -3.0364 -3.5338
H 1.1696 -1.3246 -3.1897
H -1.7414 -3.3236 -1.0152
H -0.0801 -3.3928 -0.5250
H -1.3127 -4.9683 -2.8623
H -0.7695 -5.5907 -1.3151
H 0.4089 -4.9818 -2.4690
H -1.1031 -3.1546 -4.0774
H -1.0189 -1.3978 -4.0461
H -3.1081 -3.1917 -2.7560
H -3.3241 -1.9535 -3.9775
H -7.6540 -0.2285 0.2071
C 0.5164 4.3706 1.8213
C -0.4068 3.9269 0.7253
C -1.2779 4.8109 0.0953
C -2.1361 4.3545 -0.8844
C -2.0967 3.0104 -1.2155
Br -3.2945 2.3732 -2.5253
N -1.2668 2.1419 -0.6478
C -0.4476 2.6084 0.3060
H 0.8891 5.3774 1.6371
H 1.3721 3.7038 1.9138
H -0.0018 4.3725 2.7816
H -1.2856 5.8584 0.3714
H -2.8271 5.0154 -1.3861
H 0.2140 1.8749 0.7501
O 0.9112 0.2075 -0.9155
C 1.7399 0.8831 -1.5408
C 1.5289 1.5307 -2.7924
C 2.5749 2.3139 -3.3084
C 2.4095 2.9461 -4.5046
C 1.2197 2.8211 -5.2383
C 0.1923 2.0569 -4.7564
C 0.3070 1.3837 -3.5146
O -0.6625 0.6531 -3.0811
N 3.5003 3.7706 -5.0347
O 3.3294 4.2949 -6.1145
O 4.5031 3.8766 -4.3562
H 2.7361 1.0043 -1.0907
H 3.5060 2.4223 -2.7671
H 1.1369 3.3369 -6.1847
H -0.7318 1.9496 -5.3074
S -1.0731 -1.2426 1.1816
Sb 0.7066 -0.7153 2.5099
C 0.1668 0.9625 3.6584
C -1.1257 1.4623 3.5420
C -1.5248 2.5237 4.3438
C -0.6369 3.0799 5.2544
C 0.6557 2.5825 5.3663
C 1.0597 1.5211 4.5700
C 2.6003 -0.2385 1.7301
C 3.0289 1.0849 1.7003
C 4.2963 1.3948 1.2252
C 5.1333 0.3816 0.7766
C 4.7098 -0.9408 0.8138
C 3.4473 -1.2537 1.2972
C 1.0865 -2.3486 3.7594
C 2.2506 -2.3844 4.5217
C 2.4758 -3.4550 5.3735
C 1.5439 -4.4814 5.4575
C 0.3872 -4.4436 4.6920
C 0.1518 -3.3744 3.8389
H -1.8212 1.0189 2.8376
H -2.5331 2.9083 4.2621
H -0.9531 3.9013 5.8841
H 1.3454 3.0132 6.0799
H 2.0666 1.1316 4.6736
H 2.3844 1.8763 2.0630
H 4.6314 2.4239 1.2117
H 6.1216 0.6216 0.4073
H 5.3679 -1.7302 0.4756
H 3.1325 -2.2905 1.3381
H 2.9889 -1.5931 4.4505
H 3.3786 -3.4886 5.9686
H 1.7224 -5.3158 6.1225
H -0.3343 -5.2470 4.7581
H -0.7496 -3.3432 3.2382

Its net charge is +1. The value obtained for the HOMO energy is -0.3665 Eh. The value obtained for the molecular weight is 1031.50 g/mol. The LUMO energy comes out at -3.1 eV.

Model Q:
C43H40BrF4N4O4SSbSc | the ωB97M-V functional and the def2-TZVPD basis

Atoms and positions in Å:
Sc -0.2821 0.1933 -2.1253
C 1.9999 2.5459 -3.6161
C 0.8065 2.4087 -4.5451
N -0.5028 2.1680 -3.8833
C -1.4623 1.8663 -4.9730
C -2.9209 1.8009 -4.5575
C -0.8838 3.3937 -3.1403
C -1.3654 3.0563 -1.7370
N -0.4719 2.0497 -1.1787
C 0.3486 2.3163 -0.1247
C 1.4917 1.5169 -0.0115
F 1.6166 0.5296 -0.9784
C 2.4251 1.5974 0.9882
F 3.4904 0.7924 0.9497
C 2.2713 2.5306 1.9961
C 1.1432 3.3277 1.9399
F 0.9364 4.2329 2.9000
C 0.1999 3.2245 0.9331
F -0.9054 3.9932 1.0144
H 2.8739 2.8260 -4.2056
H 1.8621 3.3181 -2.8589
H 2.2318 1.6111 -3.1106
H 0.7106 3.3183 -5.1530
H 0.9740 1.5837 -5.2345
H -1.3532 2.6224 -5.7624
H -1.1540 0.9112 -5.4044
H -3.3106 2.7728 -4.2554
H -3.5167 1.4616 -5.4048
H -3.0828 1.1045 -3.7382
H -0.0103 4.0373 -3.0562
H -1.6368 3.9638 -3.6901
H -1.4033 3.9640 -1.1377
H -2.3896 2.6719 -1.7903
H 3.0043 2.6476 2.7798
C -5.0579 0.5906 0.9537
C -4.4193 -0.0574 -0.2386
C -4.9902 -1.1476 -0.8854
C -4.3582 -1.7317 -1.9706
C -3.1517 -1.1949 -2.3667
Br -2.2623 -1.8686 -3.8908
N -2.5661 -0.1659 -1.7617
C -3.2015 0.3909 -0.7179
H -6.0793 0.9013 0.7329
H -4.4947 1.4667 1.2715
H -5.0959 -0.1068 1.7919
H -5.9387 -1.5444 -0.5435
H -4.7855 -2.5708 -2.4984
H -2.6840 1.2135 -0.2448
O 0.1373 -1.8707 -1.6721
C 1.0217 -2.6336 -2.0777
C 1.9097 -2.3716 -3.1656
C 2.8971 -3.3199 -3.4680
C 3.7313 -3.0955 -4.5255
C 3.6098 -1.9502 -5.3206
C 2.6405 -1.0203 -5.0447
C 1.7641 -1.1964 -3.9530
O 0.8497 -0.3110 -3.6911
N 4.7742 -4.0823 -4.8382
O 4.8638 -5.0505 -4.1105
O 5.5023 -3.8447 -5.7786
H 1.1272 -3.6032 -1.5728
H 3.0054 -4.2202 -2.8773
H 4.2904 -1.8195 -6.1502
H 2.5355 -0.1347 -5.6559
S -0.9697 -0.6729 0.9897
Sb -0.0254 -0.8258 3.0401
C -0.5402 0.8329 4.2204
C -1.3498 1.8057 3.6446
C -1.7483 2.9023 4.3954
C -1.3376 3.0253 5.7151
C -0.5335 2.0510 6.2910
C -0.1356 0.9496 5.5468
C 2.0506 -1.1166 3.0863
C 2.8990 -0.3727 3.8971
C 4.2607 -0.6432 3.8994
C 4.7707 -1.6496 3.0923
C 3.9228 -2.3926 2.2811
C 2.5617 -2.1289 2.2779
C -0.7797 -2.5280 4.0121
C 0.0103 -3.2343 4.9123
C -0.5144 -4.3422 5.5650
C -1.8208 -4.7376 5.3175
C -2.6066 -4.0331 4.4144
C -2.0873 -2.9278 3.7577
H -1.6557 1.7072 2.6083
H -2.3710 3.6652 3.9468
H -1.6445 3.8834 6.2982
H -0.2183 2.1454 7.3217
H 0.4733 0.1841 6.0149
H 2.5105 0.4238 4.5209
H 4.9232 -0.0653 4.5304
H 5.8326 -1.8569 3.0949
H 4.3232 -3.1787 1.6543
H 1.8996 -2.7105 1.6449
H 1.0348 -2.9347 5.1031
H 0.0985 -4.8960 6.2638
H -2.2279 -5.6012 5.8267
H -3.6235 -4.3484 4.2205
H -2.6908 -2.3882 3.0364

Its net charge is +1. The value obtained for the HOMO energy is -0.3784 Eh. The value obtained for the molecular weight is 1031.50 g/mol. The LUMO energy comes out at -3.2 eV.

Q: Which of them is the least stable? A: model Q.

Model P:
C8H8O3 | the ωB97M-V functional and the def2-TZVPD basis

Atoms and positions in Å:
C 2.1835 -2.0324 1.2011
C 2.0245 -1.2815 0.2812
C 1.8471 -0.3614 -0.8359
C 1.6579 1.1054 -0.4284
C 0.2543 1.4292 0.0527
O -0.2030 0.4410 0.9877
C -1.5255 0.2287 0.9944
O -2.2343 0.3643 1.9314
O -1.9330 -0.1994 -0.2534
C -3.1892 -0.6039 -0.3160
C -4.2975 -1.0188 -0.4472
H 2.4374 -2.8551 1.8207
H 2.7357 -0.4384 -1.4616
H 1.0076 -0.6664 -1.4607
H 2.4034 1.3911 0.3096
H 1.8315 1.7233 -1.3090
H 0.2580 2.3995 0.5501
H -0.4110 1.5082 -0.8057
H -5.2731 -1.3707 -0.6603

The value obtained for the HOMO energy is -0.3659 Eh. The value obtained for the molecular weight is 152.15 g/mol. The LUMO energy comes out at 0.7 eV.

Model Q:
C8H8O3 | the ωB97M-V functional and the def2-TZVPD basis

Atoms and positions in Å:
C -0.1273 1.8172 2.2585
C -0.9868 1.4401 1.0941
C -0.4220 0.4854 0.2464
C 1.0031 0.0773 0.2421
C 1.6038 -0.7531 -0.5837
C 0.8178 -1.4129 -1.5034
C -0.4991 -1.1743 -1.5182
C -1.1935 -0.2545 -0.6771
H 0.8238 2.5621 2.2151
H -0.6483 2.5584 3.0877
H 0.3755 0.7679 3.0804
H 1.4818 0.6073 0.8767
H 2.6073 -1.0449 -0.8268
H 2.4622 -2.5173 -2.2329
H -1.0383 -1.9777 -2.2692
H -3.0205 -0.7029 -1.4450
O -2.0083 1.9084 1.0522
O 1.3047 -2.3392 -2.3987
O -2.5359 -0.0472 -0.6982

The value obtained for the HOMO energy is -0.3275 Eh. The value obtained for the molecular weight is 152.15 g/mol. The LUMO energy comes out at 0.2 eV.

Model R:
C8H8O3 | the ωB97M-V functional and the def2-TZVPD basis

Atoms and positions in Å:
C 3.2391 -0.4832 0.0207
O 2.0561 -1.1586 0.0424
C 0.9198 -0.4397 0.0399
C 0.7729 0.9316 -0.0345
C -0.4911 1.6189 0.1323
C -1.6353 0.9294 0.0496
O -2.8489 1.5338 0.0984
C -1.5872 -0.5283 -0.0133
C -2.7503 -1.4323 -0.0922
O -2.7243 -2.6413 0.1685
C -0.3097 -1.1330 0.0202
H 3.4693 0.0381 0.9948
H 3.3709 0.2716 -0.8270
H 4.0712 -1.1641 -0.0484
H 1.6651 1.5662 0.0072
H -0.4973 2.6840 0.1971
H -2.6975 2.5110 -0.2720
H -3.7258 -0.9271 -0.4628
H -0.2968 -2.1771 -0.0208

The value obtained for the HOMO energy is -0.3166 Eh. The value obtained for the molecular weight is 152.15 g/mol. The LUMO energy comes out at 0.0 eV.

Q: Which of them is the least stable? A: model Q.

Model P:
C4H4S2 | the ωB97M-V functional and the def2-TZVPD basis

Atoms and positions in Å:
C 0.4524 0.1500 -0.1985
C 1.4971 1.2151 -0.2192
C -0.8159 0.2976 0.6219
C -1.0178 -0.4662 -0.6251
S 1.5866 -1.3233 0.0271
S 2.8803 0.2425 0.1062
H -0.8064 -0.0220 1.7446
H -1.1065 1.3309 0.4868
H -1.5181 0.0509 -1.3904
H -1.1516 -1.4756 -0.5534

The value obtained for the HOMO energy is -0.3100 Eh. The value obtained for the molecular weight is 116.21 g/mol. The LUMO energy comes out at -0.1 eV.

Model Q:
C4H4S2 | the ωB97M-V functional and the def2-TZVPD basis

Atoms and positions in Å:
C 2.3882 -0.0238 -0.1807
C 1.2728 -0.4404 -0.0342
C -0.0703 -0.8616 0.1294
C -1.1846 0.1665 -0.0123
S -2.7905 -0.2977 -0.1263
S -0.5958 1.8148 -0.0055
H 3.3801 0.2876 -0.3249
H -0.2639 -1.6430 -0.5881
H -0.2897 -1.2771 1.1391
H -1.8462 2.2747 0.0033

The value obtained for the HOMO energy is -0.3260 Eh. The value obtained for the molecular weight is 116.21 g/mol. The LUMO energy comes out at -0.4 eV.

Model R:
C4H4S2 | the ωB97M-V functional and the def2-TZVPD basis

Atoms and positions in Å:
C 0.1621 -0.0275 -0.2162
C 0.3912 1.2533 -1.2116
C -0.5074 -1.2911 -0.7186
C 0.0287 0.8858 0.9367
S 1.1839 -1.5539 0.1711
S 0.8566 2.2070 0.2728
H -1.2239 -1.9617 -0.4555
H -0.3949 -1.2145 -1.7370
H -1.0384 1.2588 1.1060
H 0.5421 0.4439 1.8523

The value obtained for the HOMO energy is -0.3254 Eh. The value obtained for the molecular weight is 116.21 g/mol. The LUMO energy comes out at -1.0 eV.

Q: Which of them is the least stable? A: model R.

Model P:
C5H9BO | the ωB97M-V functional and the def2-TZVPD basis

Atoms and positions in Å:
C 2.5914 0.0141 0.0218
O 1.7442 -1.0155 -0.3423
B 0.3232 -0.7950 -0.1297
C -0.8297 -1.7879 -0.2070
C -1.9711 -1.1840 0.0648
C -1.8385 0.3601 0.1892
C -0.3500 0.6461 0.2789
H 3.1529 0.3214 -0.8466
H 3.2756 -0.4463 0.8207
H 2.0784 0.8841 0.4162
H -0.9126 -2.9350 -0.2908
H -2.9675 -1.5767 -0.1458
H -2.4496 0.9435 -0.6180
H -2.2494 0.7941 1.1970
H 0.2037 0.9226 1.1634
H -0.0526 1.3633 -0.5643

The value obtained for the HOMO energy is -0.3563 Eh. The value obtained for the molecular weight is 95.94 g/mol. The LUMO energy comes out at 0.8 eV.

Model Q:
C5H9BO | the ωB97M-V functional and the def2-TZVPD basis

Atoms and positions in Å:
O -2.8846 0.4123 -0.1046
B -2.1706 -0.6047 -0.0569
C -0.4977 -0.3140 0.1254
C 0.4334 -1.2567 0.0017
C 1.8817 -0.5758 0.0553
C 1.4185 0.9164 -0.2358
C 0.0459 1.0770 0.3459
H -3.8270 0.3812 -0.1097
H -2.6477 -1.6782 -0.1655
H 0.4487 -2.3406 -0.1667
H 2.3185 -0.6349 1.0244
H 2.5816 -0.9206 -0.7423
H 2.2025 1.6090 0.0970
H 1.1485 0.8440 -1.3834
H -0.7016 1.7893 -0.0701
H 0.2498 1.2963 1.3851

The value obtained for the HOMO energy is -0.3300 Eh. The value obtained for the molecular weight is 95.94 g/mol. The LUMO energy comes out at 0.5 eV.

Q: Which of them is the least stable? A: model Q.

Model P:
CH3O2S2 | the ωB97M-V functional and the def2-TZVPD basis

Atoms and positions in Å:
C -0.6995 -0.2149 0.6691
O 1.1217 -1.1264 -0.7832
O 1.0500 1.2810 0.0095
S -1.9585 0.7760 1.0684
S 0.2316 0.0213 -0.7593
H -0.1334 -0.9026 1.3240
H -1.3002 -1.4384 -0.8527
H 1.6883 1.6039 -0.6757

Its net charge is -1. The value obtained for the HOMO energy (spin up / spin down) is -0.1077 / -0.1078 Eh. The value obtained for the molecular weight is 111.17 g/mol. The LUMO energy (spin up / spin down) comes out at 3.5 / 3.5 eV.

Model Q:
CH3O2S2 | the ωB97M-V functional and the def2-TZVPD basis

Atoms and positions in Å:
C -0.6593 -0.2247 -0.0009
O 1.6520 -0.1400 -1.7252
O -1.6020 0.8842 0.0175
S 2.3105 0.3588 1.1595
S 1.4647 -0.5823 -0.3378
H -1.1248 -0.7280 -0.7890
H -0.5286 -0.8704 0.8525
H -1.5124 1.3025 0.8234

Its net charge is -1. The value obtained for the HOMO energy is -0.1070 Eh. The value obtained for the molecular weight is 111.17 g/mol. The LUMO energy comes out at 3.8 eV.

Model R:
CH3O2S2 | the ωB97M-V functional and the def2-TZVPD basis

Atoms and positions in Å:
C 0.2660 0.2523 1.1207
O -0.5112 -0.8301 1.5671
O 0.4290 -1.5233 -0.8149
S -0.6888 0.9920 -1.9265
S -0.5056 -0.6264 -0.1797
H 1.3620 0.3736 1.5115
H -0.3693 1.1470 1.4372
H 0.0179 0.2150 -2.7154

Its net charge is -1. The value obtained for the HOMO energy is -0.1143 Eh. The value obtained for the molecular weight is 111.17 g/mol. The LUMO energy comes out at 3.9 eV.

Q: Which of them is the least stable? A: model P.

Model P:
C3H4ClNOS | the ωB97M-V functional and the def2-TZVPD basis

Atoms and positions in Å:
O -2.5282 -0.7372 -0.3615
N -1.5994 -1.5427 0.0789
C -0.5062 -0.9540 0.6930
C 0.0171 0.4421 0.3320
S -0.9423 1.6846 -0.1822
C 1.4370 0.5345 0.7011
Cl 2.3706 -0.5401 -0.4691
H -3.3077 -1.3494 -0.5153
H 0.2477 -1.6542 1.1485
H 1.9631 1.3966 0.4793
H 1.6059 0.3956 1.7596

The value obtained for the HOMO energy is -0.3206 Eh. The value obtained for the molecular weight is 137.59 g/mol. The LUMO energy comes out at -1.1 eV.

Model Q:
C3H4ClNOS | the ωB97M-V functional and the def2-TZVPD basis

Atoms and positions in Å:
C 0.8194 -0.4826 0.1893
S 0.4591 0.9037 -0.9017
C -1.2185 1.1039 -0.7594
N -1.9079 0.5960 0.1932
C -3.1933 0.4898 0.4045
O -3.8631 0.8079 1.3818
Cl -4.0327 -0.5314 -0.8220
H 0.0392 -0.4124 0.9281
H 0.6430 -1.3324 -0.3471
H 1.8999 -0.4349 0.6102
H -1.7992 1.7485 -1.4256

The value obtained for the HOMO energy is -0.3642 Eh. The value obtained for the molecular weight is 137.59 g/mol. The LUMO energy comes out at -0.2 eV.

Model R:
C3H4ClNOS | the ωB97M-V functional and the def2-TZVPD basis

Atoms and positions in Å:
C -1.3784 -0.4088 0.9734
C -0.7974 -0.8847 -0.8585
C -1.5550 0.1134 -0.4487
N -0.6231 -1.4800 0.4118
O -1.5040 -0.1054 2.1318
S 1.2332 1.5352 1.2419
Cl -2.4412 1.4260 -1.0248
H -0.1404 -1.1120 -1.7348
H 2.1863 1.1882 0.3300
H 0.3987 -1.7629 0.6631
H 0.4125 2.3116 0.3078

The value obtained for the HOMO energy is -0.3281 Eh. The value obtained for the molecular weight is 137.59 g/mol. The LUMO energy comes out at 0.1 eV.

Q: Which of them is the least stable? A: model P.

Model P:
C3H11O2S | the ωB97M-V functional and the def2-TZVPD basis

Atoms and positions in Å:
C -1.1181 1.7191 0.1255
C -0.9835 0.7551 -1.0539
C -1.3407 -0.7006 -0.6519
S -0.2768 -1.9546 -1.4109
H -0.5967 2.6652 -0.0590
H -0.6518 1.2474 0.9906
H -2.1554 2.0096 0.3006
H -1.5720 1.0650 -1.8827
H 0.0399 0.6789 -1.4224
H -2.3624 -0.9417 -0.9608
H -1.3060 -0.7490 0.4402
H 2.4195 -0.5806 -0.8940
H 1.8384 -1.6569 -0.1006
O 2.6735 -1.1507 -0.1618
H 2.1669 -0.2193 1.8432
H 1.4651 -1.5233 2.2981
O 1.7600 -0.6637 2.5999

Its net charge is -1. The value obtained for the HOMO energy is -0.1062 Eh. The value obtained for the molecular weight is 111.19 g/mol. The LUMO energy comes out at 3.9 eV.

Model Q:
C3H11O2S | the ωB97M-V functional and the def2-TZVPD basis

Atoms and positions in Å:
C -0.3286 -0.7058 1.4955
C -0.2831 0.3818 0.4549
C -1.5527 1.1054 0.1730
S -2.7886 -0.0109 -0.5249
H -1.2431 -1.2887 1.3704
H -0.3419 -0.2928 2.5062
H 0.5418 -1.3458 1.3453
H 0.5961 1.0077 0.6176
H -0.1010 -0.1500 -0.6000
H -1.3728 1.9491 -0.4983
H -1.9180 1.5304 1.1147
H -0.2395 -0.8865 -0.9939
H 2.8498 -1.5706 -0.3335
O 2.0429 -1.0596 -0.2302
H 0.8408 1.0274 -2.1128
H 1.6709 -0.1907 -1.5129
O 1.6270 0.4994 -2.2709

Its net charge is -1. The value obtained for the HOMO energy is -0.1508 Eh. The value obtained for the molecular weight is 111.19 g/mol. The LUMO energy comes out at 2.5 eV.

Q: Which of them is the least stable? A: model Q.